Formula: C3H6ClN2
Source: the OMol25 dataset
Level of theory: ωB97M-V/def2-TZVPD

Each line ends with the Mulliken charge.
Cartesian coordinates (Å):
C: 0.87345 -0.23233 -1.00216  0.115
C: -0.94576 0.33433 0.58898  -0.476
C: -0.91540 -1.04673 1.10241  0.071
N: 1.39232 -1.04368 -0.18956  -0.444
N: -0.36511 0.33403 -0.78611  -0.134
Cl: -1.66123 -2.23242 0.14881  0.074
H: 1.19175 0.23738 -2.09226  0.302
H: -1.90018 0.78639 0.40380  0.409
H: -0.40962 0.98924 1.40940  0.243
H: -0.31956 -1.37158 1.89132  0.399
H: 2.31005 -1.40007 -0.03274  0.247
H: -0.86700 0.66841 -1.50602  0.196

Force components x, y, z for each atom (eV/Å):
0.30 1.26 -2.75
1.80 1.24 0.71
-0.51 -0.73 -3.97
-2.31 0.93 0.87
2.67 -1.72 4.68
0.44 0.76 1.31
0.09 -1.64 2.63
-0.98 -0.22 0.47
-0.61 -0.99 -2.04
0.51 -0.51 1.70
0.63 0.07 -0.75
-2.04 1.58 -2.86

Values from the calculation:
- DFT total energy (eV) = -18700.771
- 2S+1 = 1
- charge = +1